No. 1
The following is a DFT calculation (the ωB97M-V functional and the def2-TZVPD basis) of a molecular structure, C16H22N5OPdS at a distorted geometry.

Geometry as ORCA input:
```
! RIJCOSX wB97M-V def2-TZVPD def2/J DEFGRID3
* xyz -1 1
Pd -0.59922 -1.42727 -1.24937
C 2.87183 2.07322 0.63964
C 1.78040 1.00671 0.87102
N 0.54100 0.98268 0.40629
N 0.01759 2.02243 -0.35021
C -1.07210 1.63463 -0.99784
O -1.57191 0.46687 -1.16002
C -1.78066 2.82774 -1.66603
C -3.06189 2.82610 -2.18657
C -3.60870 4.02505 -2.63688
C -2.96022 5.27131 -2.54598
C -1.67317 5.28666 -2.07172
C -1.11036 4.08701 -1.64597
C 2.18694 -0.16857 1.66270
C 1.17273 -1.03049 2.15129
C 1.54423 -2.16221 2.88511
C 2.87657 -2.40367 3.09953
C 3.80097 -1.52629 2.62473
N 3.50210 -0.44021 1.94237
H 3.85646 1.54415 0.53583
H 2.92274 2.72450 1.53974
H 2.60464 2.56041 -0.20640
H -3.60079 1.85014 -2.22272
H -4.60172 3.95993 -3.04291
H -3.40870 6.17473 -3.00581
H -1.07018 6.15036 -2.17835
H -0.12288 4.04669 -1.16107
H 0.10154 -0.86274 1.91050
H 0.78384 -2.78613 3.33306
H 3.07530 -3.22254 3.74052
H 4.81851 -1.71477 2.88951
N -3.55414 -1.08925 0.73633
N -3.69618 -2.49291 0.53990
H -2.87771 -0.68399 0.10549
H -3.20861 -1.03241 1.64833
H -3.04835 -2.85388 -0.14981
H -4.61128 -2.64447 0.08511
C 0.56645 -4.23516 0.30312
S 0.40155 -3.34897 -1.19962
C 2.17898 -3.09259 -1.40819
H 0.91873 -5.28884 0.14327
H -0.39511 -4.15866 0.82378
H 1.28347 -3.81097 0.97630
H 2.66024 -2.51884 -0.63410
H 2.43628 -2.51011 -2.29651
H 2.73082 -4.01537 -1.57739
*
```

**Largest force on an atom**: 3.82 eV Å⁻¹
**E**: -1497.9377 Eh
**LUMO**: 2.85 eV

***

No. 2
The following is a DFT calculation (the ωB97M-V functional and the def2-TZVPD basis) of a gas-phase ion, C4H12N3 (charge +1).

Geometry as ORCA input:
```
! RIJCOSX wB97M-V def2-TZVPD def2/J DEFGRID3
* xyz 1 1
C -2.13285 -0.33603 0.60562
C -1.46508 0.68612 -0.31218
C -0.48168 0.07961 -1.29726
N 0.58326 -0.70970 -0.60979
C 1.51478 -0.14757 0.16281
N 1.92191 1.10080 -0.07520
N 2.06675 -0.83563 1.16618
H -2.33857 -1.29014 0.11566
H -3.09732 0.06191 0.91602
H -1.56618 -0.56177 1.50076
H -2.22539 1.21833 -0.87472
H -1.05523 1.51626 0.27649
H -1.02262 -0.65356 -1.89061
H -0.00117 0.81404 -1.93202
H 0.23263 -1.60353 -0.25757
H 1.81259 1.60299 -0.94606
H 2.57933 1.46677 0.59714
H 3.01758 -0.67856 1.47752
H 1.65725 -1.73035 1.37719
*
```

**Structure (SMILES)**: CCCNC(N)=[NH2+]
**ΔE to the lowest compared entry with this formula, charge and spin**: 8.3 kJ/mol
**Largest force on an atom**: 0.95 eV Å⁻¹
**E**: -323.6751 Eh
**LUMO**: -3.07 eV

***

No. 3
The following is a DFT calculation (the ωB97M-V functional and the def2-TZVPD basis) of a molecular structure, C28H41BrI2NO3PRuS2.

Geometry as ORCA input:
```
! RIJCOSX wB97M-V def2-TZVPD def2/J DEFGRID3
* xyz 3 6
Ru -0.49184 0.18450 -0.94932
O -0.22260 -0.70237 0.97416
S -0.53429 -0.64098 2.49798
C 0.06999 0.98110 3.00162
C 1.49208 1.31825 2.57289
C 1.68611 2.83094 2.34362
C 2.49017 3.11662 1.08370
S 1.53617 2.93477 -0.45192
O 0.44027 1.89133 -0.10779
C 0.65447 4.46667 -0.51807
C 1.23779 5.48267 -1.26672
C 0.60896 6.71834 -1.32136
C -0.59276 6.91563 -0.65500
C -1.17718 5.88424 0.07237
C -0.55269 4.64836 0.15190
C 0.57119 -1.76941 3.27204
C 0.03443 -2.49648 4.32826
C 0.85430 -3.37900 5.01933
C 2.17587 -3.53780 4.63332
C 2.69473 -2.81929 3.55760
C 1.89699 -1.92397 2.87018
H -0.08796 1.01218 4.08240
H -0.65223 1.66598 2.54694
H 1.70506 0.79087 1.64230
H 2.19923 0.95549 3.31805
H 2.21825 3.28020 3.18211
H 0.72542 3.34728 2.29203
H 3.33707 2.43735 0.97563
H 2.86690 4.14007 1.03340
H 2.16626 5.31737 -1.80090
H 1.05168 7.52246 -1.89286
H -1.08057 7.87971 -0.70569
H -2.11430 6.04854 0.58690
H -0.99431 3.84035 0.72230
H -1.00474 -2.37687 4.61005
H 0.45604 -3.94582 5.84931
H 2.81078 -4.23087 5.16876
H 3.72681 -2.95825 3.26486
H 2.29232 -1.36513 2.03253
I 3.56261 -0.06530 -1.18960
C 3.16520 0.65993 -3.13694
I 1.09433 0.96767 -3.53460
H 3.53756 -0.05664 -3.85945
H 3.64570 1.62406 -3.25127
Br -2.64759 -0.46466 -3.22379
C -3.54178 -0.02396 -1.61554
C -4.91905 0.01162 -1.56719
C -5.50426 0.34762 -0.35390
C -4.69408 0.63061 0.73776
C -3.32517 0.56321 0.58546
N -2.74712 0.23478 -0.58079
H -5.51005 -0.21469 -2.44312
H -6.58209 0.38811 -0.26726
H -5.11659 0.89845 1.69562
H -2.66002 0.77680 1.41057
O -1.48983 2.32297 -2.10486
H -2.11109 2.51977 -2.81717
H -1.26200 3.16991 -1.69359
C 1.68140 -2.82273 -3.72946
C 0.21083 -2.78017 -3.31457
P -0.04352 -2.33230 -1.55990
C -1.60241 -3.09739 -0.94434
C -2.14040 -4.27354 -1.76083
C 1.28374 -3.15433 -0.62358
C 1.20683 -4.68316 -0.66363
H 1.75219 -2.93071 -4.81071
H 2.20351 -3.66570 -3.28028
H 2.21509 -1.91499 -3.44627
H -0.25402 -3.75562 -3.46620
H -0.34207 -2.07240 -3.93278
H -2.36753 -2.32560 -0.86450
H -1.37175 -3.39779 0.08137
H -2.46613 -3.95879 -2.75215
H -3.00309 -4.69860 -1.24912
H -1.40481 -5.06760 -1.87816
H 1.21274 -2.78760 0.40120
H 2.23329 -2.80397 -1.02650
H 0.31516 -5.06211 -0.16585
H 2.06989 -5.09408 -0.14074
H 1.22252 -5.07605 -1.68028
*
```

**ΔE to the lowest compared entry with this formula, charge and spin**: 0.0 kJ/mol
**Largest force on an atom**: 0.08 eV Å⁻¹
**E**: -5773.0556 Eh
**LUMO (spin up / spin down)**: -7.76 / -10.14 eV